No. 1
{
  "formula": "C23H20ClIN5OPdS",
  "method": "wB97M-V/def2-TZVPD",
  "species": ["Pd", "O", "C", "N", "C", "C", "C", "C", "C", "C", "N", "C", "C", "C", "C", "C", "N", "H", "H", "H", "H", "H", "H", "H", "H", "H", "H", "I", "Cl", "C", "C", "C", "C", "C", "C", "C", "H", "H", "H", "H", "H", "H", "S", "C", "N", "C", "C", "C", "N", "H", "H", "H", "H"],
  "positions_angstrom": [[0.00952, -0.27167, -1.00416], [2.26219, 0.47960, 2.34332], [1.92302, 0.05918, 1.21734], [1.48385, 0.76007, 0.18580], [1.32350, 2.18850, 0.34777], [0.05168, 2.70206, -0.26911], [-0.20192, 4.06782, -0.33339], [-1.42649, 4.50624, -0.79683], [-2.37926, 3.57118, -1.18423], [-2.03883, 2.23701, -1.13784], [-0.84442, 1.81612, -0.70512], [2.06076, -1.41338, 0.92583], [2.95408, -2.19134, 1.64301], [3.03236, -3.54587, 1.36184], [2.20569, -4.07876, 0.38534], [1.35019, -3.22799, -0.29258], [1.29304, -1.92311, -0.03664], [1.32077, 2.45128, 1.41106], [2.16926, 2.71115, -0.11162], [0.55990, 4.76516, -0.01097], [-1.64421, 5.56473, -0.84986], [-3.36390, 3.86958, -1.51399], [-2.73239, 1.46557, -1.44987], [3.57357, -1.71639, 2.39058], [3.72594, -4.17847, 1.89962], [2.21780, -5.13371, 0.15209], [0.68333, -3.59646, -1.06147], [-2.17867, -1.26668, 0.27281], [1.31924, 0.89082, -3.08777], [-0.30450, 0.68518, -3.68160], [-0.97404, 1.75616, -4.22001], [-2.31746, 1.61830, -4.55447], [-2.97907, 0.40649, -4.32863], [-2.30590, -0.67029, -3.80971], [-0.92287, -0.59033, -3.47151], [-0.20785, -1.71395, -3.01961], [-0.45758, 2.69540, -4.36244], [-2.84915, 2.45974, -4.97660], [-4.02529, 0.31209, -4.58568], [-2.80569, -1.62239, -3.68618], [-0.74717, -2.64704, -2.92368], [0.86485, -1.77747, -3.14157], [-1.03995, 0.55025, 2.23491], [-0.55292, -0.46852, 3.50976], [0.76149, -0.39751, 3.87774], [1.23372, -1.06565, 4.93919], [0.39616, -1.87290, 5.65189], [-0.91334, -1.99209, 5.16823], [-1.38059, -1.31212, 4.13771], [1.40936, 0.11018, 3.22605], [2.28137, -0.93267, 5.17106], [0.74147, -2.42346, 6.51224], [-1.61466, -2.66962, 5.64189]],
  "spin_multiplicity": 5,
  "orbital_gap_ev": [7.7920, 6.2551],
  "charge": 1,
  "lumo_energy_ev": [-2.62, -4.85],
  "homo_energy_ev": [-10.41, -11.11]
}


No. 2
{
  "formula": "C18H35ClNO5",
  "method": "wB97M-V/def2-TZVPD",
  "species": ["C", "C", "C", "O", "C", "O", "C", "O", "O", "C", "C", "O", "Cl", "H", "H", "H", "H", "H", "H", "H", "H", "H", "H", "H", "C", "C", "C", "C", "N", "C", "C", "C", "C", "C", "C", "C", "H", "H", "H", "H", "H", "H", "H", "H", "H", "H", "H", "H", "H", "H", "H", "H", "H", "H", "H", "H", "H", "H", "H", "H"],
  "positions_angstrom": [[1.76026, 4.87017, 3.61115], [1.28240, 4.01097, 2.29733], [-0.26954, 3.41492, 2.42046], [-0.32043, 1.95330, 2.09588], [-0.29275, 1.15495, 3.34183], [0.13057, -0.24247, 3.16535], [1.56567, -0.36387, 2.86928], [2.02448, -1.60258, 2.53905], [2.56554, 0.71452, 2.88794], [3.14083, 0.92630, 4.22513], [4.55959, 0.11270, 4.46402], [4.79408, -0.74365, 5.46387], [5.92300, 0.46531, 3.22173], [2.72277, 5.53966, 3.41907], [0.89393, 5.60587, 3.96910], [2.01606, 4.09090, 4.46653], [1.33440, 4.73628, 1.35997], [2.03627, 3.13008, 2.05295], [-0.68982, 3.66327, 3.48443], [-0.91141, 4.05184, 1.64964], [0.29960, 1.75707, 4.15249], [-1.42028, 1.11135, 3.73187], [3.42374, 2.08451, 4.28249], [2.33632, 0.69685, 5.07023], [-0.93284, -3.74028, -4.40306], [-1.92642, -2.65217, -4.03385], [-1.36161, -1.23637, -4.11054], [-0.29734, -0.78583, -3.11166], [-0.62148, -0.81855, -1.59990], [-0.44203, -2.19780, -0.95785], [1.06142, -2.41395, -0.89578], [1.67137, -1.03747, -0.70343], [0.53992, -0.04028, -0.88068], [-1.93146, -0.09561, -1.21180], [-3.23772, -0.89494, -1.29738], [-4.19361, -0.43759, -2.39580], [-0.01070, -3.66644, -3.82198], [-1.37440, -4.72527, -4.21306], [-0.68172, -3.68817, -5.46589], [-2.34619, -2.86636, -3.05367], [-2.77243, -2.72137, -4.73063], [-2.17269, -0.50639, -4.10128], [-0.91906, -1.12207, -5.10906], [-0.07474, 0.26413, -3.34182], [0.62858, -1.34647, -3.27246], [-0.86689, -2.14852, 0.05213], [-0.95458, -2.96415, -1.53426], [1.42756, -2.85319, -1.83254], [1.34306, -3.10466, -0.09588], [2.46861, -0.85940, -1.43344], [2.11862, -0.93496, 0.28954], [0.80416, 0.84632, -1.46317], [0.17988, 0.27278, 0.10752], [-1.95999, 0.84289, -1.77368], [-1.82116, 0.16442, -0.15156], [-3.77356, -0.70949, -0.35612], [-3.09378, -1.97578, -1.32342], [-4.11449, 0.63574, -2.58682], [-5.23161, -0.64822, -2.09847], [-4.03594, -0.97281, -3.33006]],
  "orbital_gap_ev": 10.2999,
  "charge": 1,
  "lumo_energy_ev": -2.67,
  "homo_energy_ev": -12.97
}


No. 3
{
  "formula": "C41H107O35P7",
  "method": "wB97M-V/def2-TZVPD",
  "species": ["C", "O", "P", "O", "O", "C", "O", "C", "H", "H", "H", "H", "H", "H", "H", "H", "H", "C", "O", "P", "O", "O", "C", "O", "C", "H", "H", "H", "H", "H", "H", "H", "H", "H", "C", "O", "P", "O", "O", "C", "O", "C", "H", "H", "H", "H", "H", "H", "H", "H", "H", "C", "O", "P", "O", "O", "C", "O", "C", "H", "H", "H", "H", "H", "H", "H", "H", "H", "C", "O", "P", "O", "O", "C", "O", "C", "H", "H", "H", "H", "H", "H", "H", "H", "H", "C", "O", "P", "O", "O", "C", "O", "C", "H", "H", "H", "H", "H", "H", "H", "H", "H", "C", "O", "P", "O", "O", "C", "O", "C", "H", "H", "H", "H", "H", "H", "H", "H", "H", "C", "C", "C", "O", "C", "H", "H", "H", "H", "H", "H", "H", "H", "C", "C", "C", "O", "C", "H", "H", "H", "H", "H", "H", "H", "H", "C", "C", "C", "O", "C", "H", "H", "H", "H", "H", "H", "H", "H", "C", "O", "C", "C", "O", "C", "H", "H", "H", "H", "H", "H", "H", "H", "H", "H", "C", "O", "C", "C", "O", "C", "H", "H", "H", "H", "H", "H", "H", "H", "H", "H"],
  "positions_angstrom": [[-4.96786, -1.17160, 0.85578], [-5.36242, -2.02205, -0.25428], [-6.40145, -3.25629, -0.07327], [-7.77539, -2.85627, 0.26529], [-6.32336, -4.10813, -1.46157], [-5.10488, -4.86415, -1.79792], [-5.68870, -4.26656, 0.99210], [-6.41486, -4.94261, 2.02430], [-4.92618, -0.14424, 0.49395], [-3.97084, -1.20943, 1.29465], [-5.68023, -1.29051, 1.67217], [-4.74234, -4.83681, -2.82550], [-5.30756, -5.93489, -1.77498], [-4.24036, -4.72421, -1.14899], [-5.93627, -4.67338, 2.96588], [-6.23281, -6.01354, 1.93438], [-7.48816, -4.75423, 2.04945], [1.33111, 1.76342, -3.16865], [1.13293, 1.70461, -1.76880], [0.23277, 0.49045, -1.06490], [-0.04311, 0.79818, 0.40442], [0.95370, -0.94122, -1.37557], [0.99095, -2.05170, -0.51532], [-1.16583, 0.32044, -1.89514], [-2.37235, 0.00074, -1.31697], [0.63867, 2.51222, -3.55328], [1.06960, 0.81260, -3.63304], [2.29391, 2.22330, -3.39145], [0.75500, -1.88710, 0.53602], [1.91879, -2.61899, -0.44184], [0.16410, -2.67102, -0.86296], [-3.12933, 0.78009, -1.40475], [-2.34533, -0.20293, -0.24651], [-2.84628, -0.87820, -1.75396], [1.56539, 5.82490, 1.09819], [0.75435, 6.51395, 0.08466], [0.71345, 6.09141, -1.49331], [-0.08935, 6.97714, -2.37021], [0.19033, 4.60580, -1.40467], [-1.20993, 4.32548, -1.36745], [2.28499, 6.04221, -1.88839], [3.15850, 7.20359, -1.89301], [2.33272, 5.07649, 0.90026], [0.93049, 5.35465, 1.84910], [2.14971, 6.54998, 1.66469], [-1.75066, 5.26088, -1.51145], [-1.54597, 3.89846, -0.42255], [-1.51441, 3.60914, -2.13050], [2.64563, 8.08273, -1.50290], [3.62332, 7.47310, -2.84137], [4.01160, 7.10130, -1.22229], [-3.53682, 2.14702, 7.04555], [-4.52666, 1.48019, 6.29020], [-4.55049, 1.59126, 4.69876], [-5.30301, 0.47110, 4.01271], [-5.28694, 3.06109, 4.50594], [-6.48863, 3.33643, 5.17401], [-2.94796, 1.92926, 4.15301], [-2.73396, 2.12934, 2.74723], [-3.23696, 1.61417, 7.94791], [-3.78723, 3.17414, 7.31094], [-2.70824, 2.39566, 6.38242], [-6.38059, 3.88351, 6.11055], [-7.00451, 2.47614, 5.60045], [-7.14639, 3.80246, 4.44033], [-3.16832, 3.05592, 2.37192], [-3.10956, 1.22557, 2.26743], [-1.73410, 2.47158, 2.48032], [-6.87346, 2.27769, 1.72466], [-6.85332, 2.47651, 0.26626], [-5.60315, 3.19903, -0.56870], [-4.25358, 2.67720, -0.16147], [-6.03844, 2.82667, -2.09591], [-5.96000, 1.48851, -2.45537], [-5.97351, 4.75403, -0.38967], [-7.33349, 5.15293, -0.19648], [-6.03751, 2.83204, 2.15126], [-6.65558, 1.21383, 1.81862], [-7.83617, 2.50096, 2.18452], [-6.79391, 1.20607, -3.09796], [-5.87686, 0.68568, -1.72281], [-5.14711, 1.35111, -3.16842], [-7.43648, 5.27202, 0.88210], [-8.02321, 4.40260, -0.58298], [-7.75269, 6.08860, -0.56648], [3.51028, -7.21491, -1.05298], [3.13919, -7.36079, 0.30892], [3.83068, -6.27159, 1.31408], [5.29926, -6.15585, 1.32429], [3.04428, -4.89808, 0.93180], [3.70813, -3.68487, 1.30131], [3.17484, -6.67492, 2.72505], [1.84509, -6.11905, 2.92026], [3.50242, -6.14959, -1.28347], [2.66306, -7.69607, -1.54167], [4.53563, -7.48868, -1.30160], [4.40852, -3.73736, 2.13485], [3.01245, -2.87461, 1.51955], [4.40581, -3.47340, 0.49099], [1.14987, -6.01628, 2.08706], [2.11969, -5.12767, 3.28063], [1.22897, -6.51747, 3.72633], [0.31259, -3.98172, 6.30888], [0.68822, -3.83082, 4.96569], [-0.40066, -3.43553, 3.84808], [0.15470, -3.35430, 2.49259], [-1.48836, -4.57240, 3.95615], [-2.86947, -4.23549, 3.69467], [-1.13991, -2.11193, 4.52688], [-1.64378, -1.13650, 3.60975], [-0.16211, -4.95468, 6.43587], [-0.42976, -3.28266, 6.69403], [1.28958, -3.83701, 6.77001], [-3.65380, -4.98565, 3.59372], [-2.94477, -3.75294, 2.72020], [-3.29559, -3.45730, 4.32788], [-1.64189, -1.45944, 2.56870], [-0.90706, -0.33796, 3.52206], [-2.58795, -0.68053, 3.90765], [4.71063, 0.63500, -1.57705], [6.05182, 0.31092, -1.10943], [6.50329, 1.51557, -0.33183], [5.51668, 2.46457, -0.49094], [4.30478, 1.79945, -0.68129], [4.03812, -0.21469, -1.45934], [4.71139, 0.87649, -2.63996], [6.57108, 0.07200, -2.03753], [6.18004, -0.55266, -0.45682], [7.37824, 1.98678, -0.77963], [6.72498, 1.28859, 0.71097], [3.44553, 2.39510, -0.98949], [4.10204, 1.34770, 0.28976], [4.38785, -3.22399, -2.94450], [5.39499, -4.27008, -2.66319], [5.51602, -5.06336, -3.95380], [4.23594, -5.21577, -4.40470], [3.54818, -3.99738, -3.97153], [4.81255, -2.28311, -3.29448], [3.72380, -3.05618, -2.09656], [5.05993, -4.91342, -1.84959], [6.29725, -3.76349, -2.32056], [5.96965, -6.02941, -3.73232], [6.06811, -4.48228, -4.69248], [2.50903, -4.26787, -3.78419], [3.45791, -3.28582, -4.79230], [-2.55114, 1.88347, -4.61975], [-3.62626, 2.29952, -5.62267], [-3.91696, 1.03879, -6.38548], [-2.71970, 0.23724, -6.08771], [-1.70618, 0.94209, -5.46347], [-2.95198, 1.29407, -3.79511], [-2.03861, 2.71129, -4.12973], [-3.20290, 3.12565, -6.19397], [-4.50179, 2.79186, -5.19942], [-4.22834, 1.23389, -7.41168], [-4.82640, 0.55875, -6.02413], [-0.99235, 1.50708, -6.06290], [-1.09959, 0.27025, -4.85619], [5.32862, 3.77714, -3.40828], [5.60951, 4.63150, -4.52307], [5.25851, 4.18054, -5.81848], [5.39698, 2.68168, -6.02923], [4.18094, 2.19965, -5.43750], [3.99409, 0.85684, -5.62286], [5.89465, 2.85380, -3.53137], [4.32596, 3.35889, -3.31982], [5.59088, 4.27690, -2.47577], [5.77718, 4.82303, -6.53002], [4.22960, 4.53130, -5.89861], [6.32820, 2.28550, -5.62432], [5.51936, 2.37730, -7.06869], [3.09090, 0.55989, -5.08978], [4.92572, 0.29948, -5.52537], [3.75553, 0.59441, -6.65355], [3.01758, -0.17176, 2.36426], [3.29833, -1.33219, 3.11411], [2.79370, -1.33926, 4.38832], [3.71700, -0.79436, 5.48664], [3.87218, 0.58991, 5.29794], [4.47411, 1.13438, 6.48854], [3.15002, 0.70721, 2.99512], [2.03531, -0.02706, 1.91446], [3.83980, -0.25093, 1.65307], [2.66207, -2.41444, 4.50987], [1.80582, -0.87912, 4.36687], [4.70962, -1.24357, 5.45453], [3.37686, -1.09706, 6.47698], [5.42034, 0.64337, 6.71583], [3.80347, 1.28047, 7.33529], [4.93438, 2.08040, 6.20341]],
  "orbital_gap_ev": 9.5575,
  "smiles": "COP(=O)(OC)OC.COP(=O)(OC)OC.COP(=O)(OC)OC.COP(=O)(OC)OC.COP(=O)(OC)OC.COP(=O)(OC)OC.COP(=O)(OC)OC.C1CCOC1.C1CCOC1.C1CCOC1.COCCOC.COCCOC",
  "lumo_energy_ev": 0.26,
  "relative_energy_kcal_mol": 83.00,
  "homo_energy_ev": -9.30
}


No. 4
{
  "formula": "C3H7FN2O",
  "method": "wB97M-V/def2-TZVPD",
  "species": ["C", "C", "C", "N", "N", "O", "F", "H", "H", "H", "H", "H", "H", "H"],
  "positions_angstrom": [[-0.48078, -0.10960, 0.05643], [0.04822, 0.41675, 2.44183], [-0.72016, 0.58761, -2.43936], [0.11764, 0.51934, 0.99124], [0.35064, 0.78979, -1.47294], [-1.29366, -1.00017, -0.09887], [1.53306, -0.02379, -1.66849], [-0.88030, -0.09385, 2.74420], [0.92004, -0.16172, 2.94344], [-0.05189, 1.39410, 2.70203], [-1.66508, 0.64209, -1.91599], [-0.49452, 1.33363, -3.24295], [-0.64860, -0.34229, -3.03957], [0.75993, 1.24392, 0.64463]],
  "orbital_gap_ev": 9.5547,
  "lumo_energy_ev": 0.71,
  "relative_energy_kcal_mol": 75.81,
  "homo_energy_ev": -8.85
}


no.,E_tot (eV),maximum force (eV/A),molecular weight (g/mol)
1,-68604.7710,2.96,683.3
2,-43471.6408,9.54,380.9
3,-180941.4211,3.67,1377.1
4,-10965.8790,4.59,106.1